Entry from the OMol25 dataset: a cluster of 15 separate species, H28O18S in total in a non-equilibrium geometry (ωB97M-V/def2-TZVPD).

The calculated total energy is -1769.3142 Eh. The HOMO energy comes out at -0.173 Ha. The calculation puts the gap between HOMO and LUMO at 0.3637 hartree. The net charge is -2. The calculation puts the LUMO energy at 5.181 eV. The maximum force comes out at 10.90 eV/Å. The calculation puts the energy above the lowest of the compared OMol25 structures with the same formula, charge and spin at 140.74 kcal per mole.

```
47
Properties=species:S:1:pos:R:3:mulliken_charge:R:1
S -17.4285 -3.3805 7.0297 0.098
O -17.5880 -1.9859 6.4746 -0.203
O -17.4140 -4.3789 6.0212 -0.630
O -16.1546 -3.4875 7.6470 -0.454
O -18.5789 -3.7301 7.9352 -0.848
O -16.6012 -0.1739 5.2781 -0.862
H -16.9724 -0.9792 5.7376 0.462
H -15.8459 0.0587 5.8643 0.361
O -13.9790 -2.0315 7.9943 -0.680
H -14.7056 -2.5394 7.8090 0.463
H -13.3723 -2.4895 7.4097 0.294
O -18.5081 -3.4918 10.4153 -0.720
H -18.4868 -3.5664 9.4695 0.331
H -18.6391 -2.6326 10.6215 0.318
O -15.9674 -4.4232 3.9727 -0.799
H -15.5624 -3.6693 4.0050 0.543
H -16.5745 -4.4122 4.8445 0.206
O -20.9699 -3.4030 8.0875 -0.730
H -21.2632 -3.5574 7.1977 0.306
H -20.0481 -3.7074 8.1055 0.452
O -17.9348 -2.7324 2.9347 -0.474
H -17.5366 -3.4799 3.2419 0.340
H -18.1845 -3.0602 2.1870 0.185
O -18.6115 -6.7689 8.7132 -0.634
H -18.4372 -6.9724 9.5458 0.257
H -18.6549 -5.8519 8.6084 0.393
O -19.3238 -5.3757 4.6644 -0.737
H -18.9074 -5.9117 4.0425 0.305
H -18.6495 -4.9514 5.1959 0.461
O -17.9457 0.3316 8.0657 -0.672
H -18.3791 0.9841 7.4534 0.314
H -18.2622 -0.4948 7.7546 0.313
O -15.3612 -4.0684 10.1060 -0.728
H -16.0954 -3.7967 10.5539 0.380
H -15.8258 -3.8665 9.1677 0.355
O -14.6648 -1.9796 4.0563 -0.792
H -14.1295 -1.8489 4.8347 0.307
H -15.5787 -1.5463 4.4870 0.351
O -16.7007 -6.8917 5.8823 -0.728
H -16.4667 -7.1923 6.8442 0.354
H -17.1729 -6.1500 5.8003 0.438
O -19.5243 -1.2767 5.0122 -0.679
H -19.1784 -1.3408 4.0752 0.307
H -18.9451 -1.5013 5.5911 0.409
O -14.5125 -5.3149 7.0559 -0.767
H -14.9710 -5.7038 6.2984 0.386
H -15.0042 -4.5753 7.3666 0.449
```